1.
The following is a quantum chemistry calculation of 11 unconnected molecules or ions with the total composition C19H60O11 in a non-equilibrium geometry, from the Open Molecules 2025 dataset.

Geometry (Å):
C  -9.63516  4.64265  -11.31310
C  -10.34566  4.42666  -12.64055
C  -10.73858  2.99186  -12.94561
O  -11.46495  5.34026  -12.62588
H  -9.58721  5.70076  -11.06067
H  -8.62196  4.24210  -11.29135
H  -10.26441  4.16501  -10.55246
H  -9.70088  4.80172  -13.45144
H  -11.62168  3.00092  -13.58373
H  -10.99002  2.44269  -12.03340
H  -9.89226  2.49957  -13.42796
H  -11.89119  5.29397  -13.51682
C  -8.74788  6.49528  -8.29672
C  -8.04542  5.73186  -7.17715
C  -8.04195  4.23333  -7.41986
O  -6.66987  6.14123  -7.05216
H  -9.01516  7.52537  -8.02615
H  -9.74734  6.08512  -8.48649
H  -8.18104  6.53366  -9.23060
H  -8.58908  6.01237  -6.26524
H  -7.39156  4.02126  -8.26959
H  -9.02148  3.79419  -7.60554
H  -7.61430  3.75403  -6.53528
H  -6.51255  6.90234  -7.61567
C  -11.16449  1.83427  -18.70088
C  -10.93408  2.75418  -17.50953
C  -9.50074  3.24141  -17.49405
O  -11.81730  3.87463  -17.53947
H  -12.19574  1.49059  -18.71326
H  -10.47292  0.99556  -18.60713
H  -10.91459  2.37474  -19.61590
H  -11.12323  2.20017  -16.59030
H  -8.81739  2.49821  -17.08801
H  -9.41371  4.08144  -16.80214
H  -9.21465  3.54093  -18.50368
H  -11.68869  4.38016  -18.34805
C  -8.97510  -1.14384  -9.05344
C  -8.99117  -0.14314  -10.19694
C  -8.81697  1.29150  -9.75581
O  -7.88626  -0.41416  -11.09642
H  -7.98649  -1.19928  -8.60107
H  -9.23346  -2.13945  -9.42846
H  -9.71576  -0.90624  -8.28529
H  -9.93990  -0.21133  -10.74656
H  -9.07839  1.94882  -10.58693
H  -7.81837  1.57124  -9.42057
H  -9.51054  1.54587  -8.94846
H  -8.13744  -1.15353  -11.66259
C  -11.80772  8.14693  -10.54164
O  -12.31455  6.84145  -10.32653
H  -12.46506  8.86328  -10.03308
H  -10.81607  8.31938  -10.09310
H  -11.77423  8.43521  -11.59699
H  -11.93723  6.27237  -11.02082
C  -10.42082  -0.55989  -14.54993
O  -10.07115  -1.92643  -14.74687
H  -10.49462  -0.03078  -15.50379
H  -11.37096  -0.46368  -14.01504
H  -9.65991  -0.08786  -13.93053
H  -10.87890  -2.39118  -14.98268
C  -14.12868  3.47148  -11.25957
O  -14.43051  2.07892  -11.14396
H  -13.84903  3.67078  -12.29306
H  -14.95698  4.10988  -10.95439
H  -13.21350  3.65085  -10.68084
H  -14.46347  1.85609  -10.20485
C  -12.58022  1.02083  -8.85791
O  -13.93732  1.12941  -8.44101
H  -11.99178  1.86248  -8.47180
H  -12.10451  0.09152  -8.52330
H  -12.49453  1.03229  -9.94128
H  -13.91883  1.06935  -7.48241
C  -8.01510  7.25735  -14.01798
O  -7.31125  8.47400  -13.79079
H  -8.03426  7.00851  -15.08989
H  -7.44594  6.47240  -13.53068
H  -9.05727  7.34007  -13.70227
H  -7.80390  9.19909  -14.18266
C  -13.99908  5.22624  -15.29621
O  -12.58705  5.16234  -15.19093
H  -14.30165  5.61053  -16.27550
H  -14.44238  4.23538  -15.15158
H  -14.41249  5.89211  -14.54234
H  -12.27609  4.53400  -15.87196
C  -6.91526  1.86827  -13.24444
O  -7.21085  2.95642  -14.08292
H  -7.72203  1.15194  -13.33555
H  -5.95667  1.36667  -13.42064
H  -6.84154  2.19040  -12.19684
H  -6.44121  3.52135  -14.19034

**ΔE to the lowest compared entry with this formula, charge and spin**: 3.0263 eV
**Frontier orbital gap**: 10.1 eV
**Multiplicity**: 1
**LUMO**: 0.015 Eh
**Structure (SMILES)**: CC(C)O.CC(C)O.CC(C)O.CC(C)O.CO.CO.CO.CO.CO.CO.CO

Here are the Löwdin charges for atoms 1 to 6, given in e: -0.049, -0.455, -0.029, -0.098, 0.063, 0.080



2.
The following is a quantum chemistry calculation of a molecular structure, C23H16Br2ClMnN6O4S, from the Open Molecules 2025 dataset.

Geometry (Å):
Mn  0.76261  0.12793  0.96653
Br  5.71831  -0.10048  2.06998
C  4.40201  -1.45760  2.05136
C  4.76543  -2.76174  2.41080
C  3.84747  -3.77471  2.41210
Br  4.40186  -5.52475  2.91014
C  2.50211  -3.52843  2.04962
C  1.46440  -4.48839  2.01464
C  0.20374  -4.11220  1.65171
C  -0.04984  -2.77144  1.31410
N  0.89356  -1.86102  1.32860
C  2.16135  -2.21204  1.68988
C  3.10382  -1.12054  1.67909
O  2.70581  0.05091  1.32903
H  5.79079  -2.96066  2.69023
H  1.68384  -5.51488  2.27564
H  -0.60454  -4.82828  1.60634
H  -1.03368  -2.44518  1.00716
O  -1.27253  0.17948  0.99110
N  -1.06817  0.36284  2.24715
C  -2.04946  0.84751  2.96050
C  -3.31703  1.16928  2.37714
N  -4.33519  1.42712  1.90807
C  -1.85288  1.04381  4.36212
N  -1.73322  1.20935  5.49372
C  -4.16314  -2.11251  -1.11659
N  -3.23825  -1.15395  -1.65708
C  -3.48057  0.27398  -1.48508
C  -2.16210  0.90865  -1.95477
N  -1.32056  -0.25069  -2.22394
C  -1.94001  -1.41353  -1.93370
S  -1.19917  -2.91537  -1.95397
H  -5.15037  -1.96946  -1.56084
H  -4.25255  -1.99956  -0.03045
H  -3.80034  -3.11163  -1.34438
H  -3.69371  0.49763  -0.43881
H  -4.33417  0.59227  -2.08758
H  -1.72222  1.53718  -1.18044
H  -2.29651  1.50470  -2.85942
H  -0.31886  -0.18182  -2.09480
Cl  1.34310  6.53733  -4.43189
C  1.24981  5.19906  -3.31792
C  1.44347  3.91183  -3.79161
C  1.36498  2.85267  -2.90145
C  1.09903  3.08354  -1.55758
C  0.91051  4.38226  -1.10185
C  0.98397  5.45011  -1.98159
C  0.99639  1.93739  -0.60476
O  0.81034  2.14625  0.61956
O  1.07210  0.75098  -1.03553
H  1.65184  3.74732  -4.83962
H  1.51150  1.83478  -3.23758
H  0.70731  4.53867  -0.05102
H  0.83760  6.46604  -1.64206

**Frontier orbital gap (alpha / beta)**: 7.3 / 7.3 eV
**Charge**: -1
**Expectation value of S²**: 1.08
**Multiplicity**: 2
**LUMO (alpha / beta)**: 0.083 / 0.081 Eh

Here are the Löwdin charges for atoms 1 to 6, given in e: 0.749, 0.746, -0.610, -0.185, -0.638, 0.723



3.
The following is a quantum chemistry calculation of 2 unconnected molecules or ions with the total composition C4H8N4O2 in a non-equilibrium geometry, from the Open Molecules 2025 dataset.

Geometry (Å):
O  1.59817  -2.18785  -1.50644
N  1.76576  -1.27618  -0.74182
O  3.13546  -0.96559  -0.40036
N  0.93534  -0.55649  -0.14669
C  -0.42819  -1.05601  -0.40711
C  -1.19025  -1.04151  0.95656
C  -1.52558  -0.02375  -0.06304
H  3.14314  -0.25588  0.18146
H  -0.41010  -1.68728  -1.32886
H  -0.46527  -0.80780  1.71848
H  -2.03972  -1.70776  1.01779
H  -2.37639  -0.17005  -0.54936
H  -1.39507  1.06303  0.17319
N  1.59546  1.83047  -1.09886
C  1.66609  1.56730  0.07011
N  2.08595  1.50896  1.19801
H  0.81948  1.67367  -1.76045
H  1.50014  1.60083  2.04145

**ΔE to the lowest compared entry with this formula, charge and spin**: 6.7708 eV
**Frontier orbital gap**: 10.2 eV
**Multiplicity**: 1
**LUMO**: 0.027 Eh
**Structure (SMILES)**: [O-]/[N+](O)=N\C1CC1.N=C=N

Here are the Löwdin charges for atoms 1 to 6, given in e: 0.055, -0.341, 0.102, 0.049, -0.196, -0.076



4.
The following is a quantum chemistry calculation of a molecular structure, C17H25I2OP2V in a non-equilibrium geometry, from the Open Molecules 2025 dataset.

Geometry (Å):
I  -0.11522  -2.59756  -4.87158
I  -0.30726  2.16965  -2.93395
V  -0.28173  0.57302  -0.87480
P  -2.79316  0.01088  -1.45478
C  -3.33976  -0.09670  -3.22997
C  -3.49721  -1.46487  -0.71220
H  -4.57600  -1.29796  -0.71074
H  -4.61931  1.27648  -0.82776
H  -3.13871  -1.52097  0.31495
H  -3.21668  1.63099  0.21294
H  -2.97283  -1.00154  -3.68993
H  -3.17423  -2.36030  -1.26392
C  -3.55118  1.49884  -0.81660
H  -4.41296  -0.06404  -3.22473
H  -3.23882  2.35710  -1.42835
H  -2.92690  0.73786  -3.77568
P  1.81487  -0.03407  -1.47554
C  2.43651  -0.13346  -3.19505
C  2.62322  1.47917  -0.81811
H  2.17254  -1.59987  0.31212
H  3.65991  -1.37185  -0.68342
H  2.25958  -2.38767  -1.28721
C  2.56474  -1.50388  -0.70662
H  2.26778  1.68217  0.20339
H  3.70882  1.27639  -0.80399
H  3.54255  -0.10203  -3.15219
H  2.06151  0.74679  -3.74893
H  2.34906  2.32472  -1.46933
H  2.07210  -1.05792  -3.68401
C  -0.44202  -0.56380  -2.27976
O  -0.63749  -0.66309  -3.48962
C  2.80143  0.16041  4.70959
C  3.31598  0.11797  3.40045
C  2.53234  0.08990  2.24122
C  1.08810  0.10132  2.37102
C  0.12783  0.10161  1.29847
C  -1.20940  0.08257  1.57961
C  -1.77115  0.09997  2.89928
C  -0.87459  0.14226  3.96117
C  0.55614  0.14043  3.73959
C  1.40337  0.17127  4.85031
H  3.43267  0.18512  5.56297
H  4.40401  0.10334  3.24085
H  2.96333  0.04478  1.21379
H  -1.88614  0.05131  0.67599
H  -2.86052  0.09823  3.04073
H  -1.25363  0.16924  4.95696
H  0.93846  0.19776  5.82336

**Frontier orbital gap (alpha / beta)**: 5.3 / 5.0 eV
**Charge**: +2
**Expectation value of S²**: 2.15
**Multiplicity**: 3
**LUMO (alpha / beta)**: -0.325 / -0.337 Eh

Here are the Löwdin charges for atoms 1 to 6, given in e: 0.543, 0.828, 0.243, 0.831, -0.176, -0.178



5.
The following is a quantum chemistry calculation of 2 unconnected molecules or ions with the total composition CH4NO3PS in a non-equilibrium geometry, from the Open Molecules 2025 dataset.

Geometry (Å):
C  -1.77463  0.14445  -0.47478
N  2.62744  0.86569  -0.07389
O  1.58793  -1.41084  -1.00606
O  0.64140  -0.66971  1.17913
O  -0.92699  -0.66192  -0.85865
P  1.57613  -0.31217  0.11345
S  -1.97977  0.98396  0.93653
H  -2.65606  0.12277  -1.04955
H  2.66668  1.08260  0.92083
H  0.87116  -2.00187  -0.72420
H  -0.89323  0.58568  1.70132

**ΔE to the lowest compared entry with this formula, charge and spin**: 0.8455 eV
**Frontier orbital gap**: 10.6 eV
**Multiplicity**: 1
**LUMO**: 0.010 Eh

Here are the Löwdin charges for atoms 1 to 6, given in e: -0.727, -0.147, -0.132, -0.340, -0.107, 0.538



6.
The following is a quantum chemistry calculation of a molecular structure, C62H44FGeN3OP3ReS2 in a non-equilibrium geometry, from the Open Molecules 2025 dataset.

Geometry (Å):
Re  -0.47484  0.55455  0.11959
F  2.63024  -3.42776  -0.14245
Ge  1.55562  -1.94583  0.01594
C  2.57047  -0.93664  -1.31680
C  3.94094  -1.20660  -1.28483
C  4.78955  -0.87708  -2.35815
C  4.21355  -0.16939  -3.44542
C  2.87700  0.18267  -3.39088
C  2.12003  0.08365  -2.18750
P  0.47666  0.76737  -2.28343
C  -0.36787  -0.23376  -3.55685
C  0.25863  -1.45395  -3.93553
C  -0.36901  -2.27507  -4.81576
C  -1.62118  -1.89052  -5.34247
C  -2.25402  -0.68571  -4.98525
C  -1.70016  0.02449  -3.98063
C  0.75080  2.35580  -3.15800
C  -0.35403  3.00136  -3.72571
C  -0.11918  4.12839  -4.59240
C  1.18895  4.67943  -4.63516
C  2.21946  4.09054  -3.93440
C  1.98997  2.93232  -3.20121
C  0.14818  -3.16924  -0.70475
C  0.41933  -3.96027  -1.79050
C  -0.43943  -4.99092  -2.18423
C  -1.62040  -5.20207  -1.51433
C  -1.97970  -4.36012  -0.43756
C  -1.13145  -3.32600  -0.09217
P  -1.52030  -2.09799  1.27787
C  -3.26234  -2.10035  1.85055
C  -3.58636  -1.91520  3.20452
C  -4.90043  -1.67829  3.64784
C  -5.90840  -1.72215  2.69407
C  -5.60744  -2.02017  1.36138
C  -4.32442  -2.21154  0.92723
C  -0.83263  -3.14872  2.60897
C  -0.92129  -4.52758  2.74088
C  -0.32536  -5.17967  3.83417
C  0.34997  -4.45193  4.75241
C  0.41470  -3.08726  4.70101
C  -0.20400  -2.43189  3.64227
C  2.07587  -1.66558  1.84459
C  2.77679  -2.78491  2.41518
C  3.51999  -2.56883  3.60248
C  3.66772  -1.26209  4.11836
C  3.07307  -0.19995  3.41187
C  2.32333  -0.34656  2.26353
P  1.60756  1.09781  1.46978
C  2.92327  2.15213  0.95843
C  2.64385  3.35679  0.32920
C  3.71568  4.23980  0.10564
C  5.07071  3.91901  0.30757
C  5.35685  2.56027  0.75226
C  4.26789  1.69318  1.00959
C  1.09748  2.06004  3.06577
C  0.92412  3.45720  3.10298
C  0.54337  4.07201  4.29597
C  0.32185  3.32288  5.46833
C  0.14716  1.94856  5.32608
C  0.68019  1.33659  4.18352
H  4.36420  -1.73327  -0.43616
H  5.84427  -1.24171  -2.32725
H  4.75218  0.17865  -4.32253
H  2.39461  0.72687  -4.24817
H  1.15232  -1.79110  -3.40999
H  0.09471  -3.27744  -4.98015
H  -2.09716  -2.62470  -6.10374
H  -3.20222  -0.48342  -5.35675
H  -2.22318  0.91343  -3.56102
H  -1.36555  2.54048  -3.73994
H  -0.98437  4.48737  -5.18055
H  1.41256  5.55524  -5.15812
H  3.15163  4.62250  -3.90815
H  2.86095  2.56735  -2.72313
H  1.30012  -3.84894  -2.34553
H  -0.22551  -5.57976  -3.10818
H  -2.29410  -6.02523  -1.75319
H  -2.92156  -4.46026  0.06121
H  -2.79766  -1.89032  3.94578
H  -5.09225  -1.37530  4.67428
H  -6.96349  -1.64938  2.98811
H  -6.46511  -2.06795  0.62880
H  -4.12945  -2.42021  -0.11187
H  -1.34539  -5.19050  1.92504
H  -0.33720  -6.30639  3.88545
H  0.93356  -4.98342  5.54063
H  1.09279  -2.61776  5.38242
H  -0.03713  -1.38216  3.40663
H  2.60500  -3.74354  1.99365
H  4.01090  -3.44182  4.11802
H  4.17140  -1.01671  5.00821
H  3.17481  0.77206  3.91244
H  1.64279  3.67451  0.12301
H  3.40605  5.20536  -0.31047
H  5.88355  4.64084  0.09954
H  6.34314  2.19202  0.76272
H  4.45992  0.74147  1.36248
H  0.90746  4.07261  2.19117
H  0.43802  5.12270  4.31623
H  -0.00311  3.84436  6.38429
H  -0.30619  1.22795  6.09721
H  0.84763  0.30664  4.22936
S  -2.33528  -0.03449  -1.05211
C  -3.19434  1.53186  -1.30508
C  -4.43407  1.56938  -1.93937
C  -4.85365  2.75881  -2.44722
C  -5.89992  2.67350  -3.39259
N  -6.72047  2.54904  -4.22669
C  -4.32505  4.04069  -2.06579
C  -3.27133  3.95931  -1.10956
C  -2.57002  2.77112  -0.90457
S  -0.95100  2.75683  -0.35723
C  -5.02776  5.23454  -2.36106
N  -5.49296  6.26963  -2.70784
H  -5.04986  0.72250  -2.24519
H  -2.89239  4.89925  -0.66889
O  -1.97450  0.81269  2.69023
N  -1.28789  0.73896  1.72770

**ΔE to the lowest compared entry with this formula, charge and spin**: 0.8132 eV
**Frontier orbital gap (alpha / beta)**: 5.9 / 3.8 eV
**Charge**: +3
**Expectation value of S²**: 3.78
**Multiplicity**: 4
**LUMO (alpha / beta)**: -0.364 / -0.442 Eh

Here are the Löwdin charges for atoms 1 to 6, given in e: 0.600, -0.285, 0.894, -0.275, -0.086, 0.002